The following is a DFT calculation (ωB97M-V/def2-TZVPD) of C4H4OPb as an isolated structure at a distorted geometry.

```
! RIJCOSX wB97M-V def2-TZVPD def2/J DEFGRID3
* xyz 1 2
O -0.856 0.076 -1.767
C 0.318 0.167 -1.284
C 0.537 -0.205 0.101
C -0.079 0.308 1.389
C -0.551 -0.952 0.812
H 1.655 0.185 -0.138
H 1.167 0.123 -1.991
H -0.709 1.208 1.352
H 0.615 0.309 2.240
Pb -2.097 -1.220 -0.714
*
```

Output
- HOMO-LUMO gap (alpha / beta): 7.50 / 8.01 eV
- DFT total energy: -11495.1152 eV
- Expectation value of S²: 0.76
- HOMO energy (alpha / beta): -0.4863 / -0.5247 hartree